272
Properties=species:S:1:pos:R:3:forces:R:3 method="wB97M-V/def2-TZVPD" de_lowest_ev=0.0000 lumo_energy_ev=0.7 e_homo_ev=-9.27 orbital_gap_ev=9.93
C 19.5425 22.6114 20.9028 -0.3 -0.5 -0.2
O 18.1290 22.7036 20.7823 0.0 -0.6 -0.3
C 17.6712 23.9355 20.2567 0.3 -1.0 -0.2
C 17.5957 24.9915 21.3045 -0.7 0.6 -1.6
O 18.8526 25.2319 21.7931 0.9 -0.4 0.9
C 18.8416 26.2285 22.7668 0.3 1.4 0.1
H 20.0709 22.6793 19.9433 -0.2 0.4 -0.2
H 19.7576 21.5937 21.2297 0.0 0.1 0.4
H 19.8609 23.3867 21.5822 0.6 -0.2 0.2
H 16.6625 23.7384 19.9084 -0.2 0.1 -0.2
H 18.3010 24.1733 19.3802 -0.2 0.4 0.3
H 16.8524 24.7417 22.0532 0.0 -0.2 0.5
H 17.2108 25.8820 20.7829 -0.1 0.2 0.2
H 19.8812 26.3816 23.1131 -0.6 -0.2 0.0
H 18.1279 26.1143 23.6027 0.4 -0.6 -0.4
H 18.5132 27.1462 22.2562 0.1 0.3 0.2
C 21.2819 26.6717 13.7503 0.4 -0.6 -1.4
O 21.2257 27.9625 13.1759 -0.5 0.4 0.8
C 19.9714 28.2473 12.5918 0.0 0.5 0.3
C 19.8370 29.7165 12.1916 0.6 0.4 0.1
O 19.9124 30.5768 13.3328 -0.6 -0.9 0.2
C 19.6014 31.9125 13.0726 0.8 0.9 -1.0
H 20.6377 26.3963 14.5922 -0.2 0.8 0.2
H 22.3206 26.4999 13.9790 0.2 0.0 0.6
H 21.0667 25.9317 12.9659 -0.2 -0.1 0.0
H 19.1446 27.9145 13.2184 -0.1 0.2 0.4
H 19.8932 27.6576 11.7010 -0.2 -0.4 -1.0
H 18.9082 29.8745 11.6044 0.2 -0.1 0.5
H 20.6718 29.9903 11.5183 -0.2 -0.2 0.1
H 19.7071 32.5216 13.9769 0.2 -0.4 0.0
H 18.5821 32.0969 12.7123 -0.1 -0.4 -0.1
H 20.3139 32.3016 12.2923 -0.6 -0.1 0.6
C 15.0147 22.8010 13.5296 1.8 0.6 0.6
O 15.9032 23.9428 13.5724 -0.7 -0.4 0.5
C 16.3973 24.2862 12.3050 0.4 -0.4 0.9
C 17.3759 25.4242 12.4412 -0.2 0.6 -0.3
O 16.8087 26.6883 12.7883 -0.3 0.7 -0.1
C 16.0597 27.2962 11.7309 -0.3 -0.1 0.5
H 14.0366 23.0840 13.2106 -0.7 0.0 -0.7
H 14.9618 22.5163 14.5650 -0.2 -0.4 0.4
H 15.4878 21.9822 12.9557 -0.5 0.4 0.0
H 15.5759 24.5103 11.6598 -0.6 0.4 -0.8
H 16.8886 23.3958 11.9304 0.5 -0.1 -0.6
H 17.8890 25.5131 11.4696 0.2 0.0 0.2
H 18.0814 25.2476 13.2562 0.1 -0.3 -0.2
H 16.6833 27.2339 10.8200 -0.7 0.1 0.0
H 15.7556 28.3555 11.9278 1.0 -0.7 0.3
H 15.0765 26.8035 11.6773 0.3 -0.2 -0.7
C 11.4359 24.3563 20.9506 0.0 -0.4 -1.0
O 11.6290 25.4794 20.1387 0.5 0.8 -0.3
C 10.7781 26.5722 20.4478 -0.4 -1.6 0.2
C 10.8935 27.6539 19.4669 0.9 0.8 -1.3
O 12.0660 28.4562 19.6967 -1.1 -0.2 -0.7
C 12.2398 29.4239 18.6557 0.8 1.1 1.4
H 11.5761 24.5618 21.9965 -0.2 0.2 0.7
H 12.2080 23.6589 20.6394 0.0 -0.3 0.1
H 10.4590 23.9068 20.7230 0.0 0.0 0.4
H 11.0447 26.9897 21.4031 -0.1 0.0 0.9
H 9.7581 26.1440 20.4361 0.0 0.6 0.3
H 9.9766 28.2386 19.4369 -0.1 0.4 0.3
H 11.0121 27.2499 18.4694 -0.2 -0.4 -0.5
H 12.2518 29.1226 17.6203 0.1 -1.1 -0.2
H 13.2131 29.8678 18.9182 -0.3 0.0 -0.4
H 11.4926 30.2276 18.6847 -0.1 -0.1 0.4
C 23.3258 20.9273 18.3932 1.8 1.2 -0.2
O 22.7206 20.6667 17.1616 0.6 -0.1 -0.1
C 21.3404 20.7421 17.2162 -1.3 -1.1 -0.1
C 20.6700 19.4634 17.7554 0.3 1.1 0.8
O 20.8694 19.2968 19.1562 1.3 0.4 -0.9
C 19.9289 18.5168 19.8091 -0.5 -0.4 -0.4
H 22.7633 21.6758 18.9158 -0.5 0.3 0.7
H 24.2938 21.4277 18.1810 -0.3 -0.4 0.0
H 23.5601 20.0877 19.0354 -0.5 -0.5 0.0
H 20.9998 20.7563 16.1713 0.0 0.5 0.2
H 20.9655 21.6275 17.7838 0.3 -0.4 -0.4
H 21.0114 18.6221 17.1557 0.0 -0.4 0.1
H 19.6173 19.6384 17.6531 -0.9 -0.2 -0.6
H 20.0769 17.4290 19.7335 0.5 0.1 0.2
H 18.9446 18.6601 19.3710 -0.5 0.3 0.0
H 19.9506 18.8976 20.8122 -0.3 -0.4 0.7
C 15.6660 15.8712 18.8648 -2.0 0.2 -0.8
O 16.4295 14.8030 19.2414 1.3 -1.1 -0.4
C 16.8039 14.7645 20.5951 -1.4 1.3 -0.4
C 17.5809 13.5528 20.8995 1.7 -0.2 -0.2
O 18.7995 13.6307 20.1899 0.5 -0.1 -0.5
C 19.5484 12.4311 20.2603 -0.5 0.6 -1.1
H 15.4144 15.6649 17.8222 0.0 0.3 -0.1
H 16.0164 16.9113 18.9124 0.9 -0.3 0.4
H 14.7044 15.8632 19.4034 0.0 0.1 0.1
H 15.8543 14.7700 21.1553 0.3 0.1 0.5
H 17.3626 15.6901 20.7418 0.2 0.0 0.8
H 17.0646 12.6513 20.5821 -0.4 -0.2 0.3
H 17.9293 13.5326 21.9331 -1.0 -0.2 0.5
H 20.4573 12.6371 19.7258 0.6 0.0 -0.1
H 19.0425 11.6433 19.6925 -0.1 -0.2 0.3
H 19.7740 12.1354 21.2686 0.0 -0.3 0.6
C 17.7098 27.8843 25.3477 -0.8 -0.8 -0.4
O 16.5655 27.1036 24.9845 -0.6 0.3 0.4
C 15.4204 27.8589 24.5065 2.2 -0.6 -0.5
C 14.5752 26.9634 23.6618 -0.2 -0.2 0.1
O 15.2251 26.6835 22.4331 -0.7 0.0 0.5
C 14.4085 25.8576 21.6379 0.2 -0.4 -1.2
H 17.9288 28.4903 24.4793 0.7 0.4 -0.2
H 18.5042 27.1688 25.5954 -0.1 0.3 -0.3
H 17.5515 28.5255 26.2057 -0.3 0.2 0.3
H 15.8185 28.6817 23.8846 -0.4 -0.1 0.2
H 14.8376 28.2428 25.3153 -0.3 0.4 0.8
H 13.6109 27.4803 23.5576 0.0 0.0 -0.5
H 14.3364 26.0164 24.1792 0.3 0.2 0.0
H 13.6341 26.3923 21.0825 0.1 0.4 0.1
H 13.8707 25.0830 22.1955 0.3 -0.1 0.3
H 15.0564 25.3661 20.8783 -0.4 0.3 0.5
C 24.2099 21.7848 9.8590 0.2 0.6 0.2
O 25.1818 20.8030 10.1447 -0.2 0.3 0.0
C 24.6208 19.5748 10.4588 -0.3 -1.0 0.5
C 24.2646 19.3931 11.9262 0.2 0.2 0.4
O 23.1748 20.1658 12.3496 -0.4 -0.1 -1.6
C 22.8972 20.0278 13.7003 -0.1 1.9 0.5
H 23.5063 21.9882 10.6888 0.6 0.0 -0.2
H 23.6147 21.5106 9.0024 -0.3 -0.3 -0.5
H 24.8005 22.6520 9.5670 -0.3 0.3 0.3
H 25.4091 18.8358 10.3169 0.0 -0.2 -0.4
H 23.7535 19.3243 9.8046 0.4 0.2 0.3
H 25.1215 19.7198 12.5433 0.1 -0.5 -0.2
H 24.0247 18.3293 12.1074 0.3 0.1 0.0
H 21.9865 20.6182 13.8184 -0.2 -0.4 0.4
H 23.6679 20.5643 14.2723 0.1 -0.4 0.3
H 22.7963 19.0166 14.0494 -0.2 -0.6 0.1
C 17.5712 27.3459 18.2958 0.1 0.0 -0.2
O 16.3943 26.5982 18.1659 -0.2 -0.7 0.3
C 15.1841 27.3321 18.2167 0.3 0.4 -0.3
C 13.9866 26.4318 17.9015 -0.7 0.1 0.4
O 13.3413 26.6774 16.6606 0.9 -0.5 -1.2
C 14.1600 26.1750 15.5698 -1.1 1.0 0.2
H 17.7257 28.0206 17.4598 0.0 0.0 -0.5
H 18.3456 26.5928 18.3303 0.5 0.0 0.0
H 17.6703 27.9897 19.1714 -0.5 -0.2 0.5
H 15.2856 28.1333 17.4744 -0.4 0.2 0.1
H 15.1109 27.7852 19.2130 -0.3 0.0 0.0
H 13.1604 26.5761 18.6112 0.7 -0.1 0.1
H 14.3017 25.3830 17.9467 0.1 -0.1 0.1
H 14.2112 25.0960 15.5389 0.2 -0.3 0.2
H 15.1108 26.6513 15.6102 1.2 -0.2 0.4
H 13.7802 26.5454 14.6204 -0.6 -0.1 0.0
C 10.6511 20.9818 14.1083 0.1 -0.8 -1.3
O 12.0135 21.3256 14.2215 0.2 0.6 -0.1
C 12.4868 21.3533 15.5186 0.1 0.3 1.9
C 12.2904 22.6733 16.2755 0.4 -0.8 -0.8
O 10.9447 22.9426 16.4927 -0.2 0.2 -0.5
C 10.7122 24.1734 17.1576 -0.7 -0.9 0.7
H 10.5936 19.8854 14.2217 -0.4 0.2 0.1
H 10.4399 21.2351 13.0583 -0.4 -0.2 0.4
H 9.9301 21.4803 14.7552 0.4 0.2 0.2
H 13.5611 21.2174 15.5748 0.4 -0.2 -0.6
H 12.0866 20.5353 16.1378 -0.3 0.0 -0.2
H 12.6873 23.4589 15.6386 0.5 0.3 0.0
H 12.8880 22.5622 17.1963 -0.2 0.4 0.1
H 11.1929 24.0627 18.1234 0.2 0.6 0.4
H 9.6344 24.0761 17.3258 0.1 0.9 0.1
H 11.0092 25.1439 16.6993 0.0 -0.9 -0.3
C 20.8530 17.6244 11.9426 -1.6 0.1 0.8
O 20.1218 18.3190 12.9805 1.2 0.2 -0.9
C 19.3968 17.4599 13.7913 -0.5 -0.7 0.0
C 18.6508 18.2287 14.8621 0.2 0.1 -0.1
O 17.4407 18.6498 14.2808 -0.6 -0.3 0.4
C 16.4697 19.1961 15.1862 0.6 0.1 -0.8
H 21.5018 16.8511 12.3456 0.3 0.0 0.3
H 21.4123 18.3881 11.4368 0.3 0.2 -0.4
H 20.1228 17.1104 11.2874 0.3 0.3 0.0
H 20.0333 16.6847 14.2204 0.4 0.0 0.3
H 18.6808 16.9103 13.1653 -0.3 0.0 0.2
H 19.2437 19.1032 15.1837 0.0 -0.2 0.0
H 18.5029 17.5818 15.7418 -0.2 0.1 -0.1
H 15.6173 19.3995 14.5311 0.0 0.2 0.4
H 16.8918 20.0955 15.6243 -0.3 0.3 0.1
H 16.1748 18.5226 15.9975 0.1 -0.3 -0.1
C 20.4962 22.9227 11.5805 -0.2 1.3 0.1
O 19.3964 22.1261 11.9424 0.3 0.0 -0.3
C 19.2602 21.0661 11.0404 -0.7 -1.1 -0.2
C 17.9466 20.3116 11.2578 0.5 0.8 -0.3
O 16.7852 21.0624 10.8753 1.0 0.0 -0.5
C 15.6295 20.2757 10.8999 -0.3 0.0 0.6
H 20.7565 23.5276 12.4482 0.1 0.0 0.0
H 20.2921 23.6510 10.7570 -0.2 -0.6 0.3
H 21.3501 22.3355 11.2824 0.4 -0.4 0.0
H 20.0658 20.2900 11.1005 -0.3 0.6 0.5
H 19.3314 21.4210 10.0203 -0.3 0.3 -0.5
H 17.8370 20.0798 12.3002 0.1 -0.5 0.6
H 18.0929 19.3881 10.6893 -0.6 -0.2 -0.1
H 15.4941 19.8254 11.8930 0.2 -0.4 -0.2
H 15.6075 19.5321 10.1034 0.1 -0.3 0.0
H 14.7691 20.9162 10.7920 -0.2 0.4 -0.3
C 15.0928 21.7026 21.6338 -1.1 -0.5 2.5
O 13.7588 21.1082 21.7358 1.4 0.6 0.9
C 13.1009 20.9022 20.5421 -0.1 -1.0 -0.7
C 13.3297 19.4425 20.0301 0.4 2.5 -0.7
O 12.9532 19.4575 18.6618 -1.0 0.4 1.0
C 13.2634 18.2852 18.0179 1.7 -0.9 -0.4
H 15.0424 22.7555 21.3426 -0.1 -0.1 -0.2
H 15.8241 21.1475 21.0693 0.0 -0.3 -0.6
H 15.4265 21.6312 22.7055 -0.1 0.4 -1.1
H 13.5112 21.5629 19.8042 0.0 0.5 -0.8
H 12.0275 21.1247 20.6642 0.3 -0.2 0.0
H 12.7220 18.8013 20.6271 -0.2 -1.0 0.3
H 14.4160 19.2542 20.0698 -0.3 -0.3 0.4
H 14.3668 18.1633 18.0430 -0.2 -0.1 -0.1
H 13.0265 18.4117 16.9768 -0.5 -0.2 -0.4
H 12.8751 17.3415 18.4420 -0.4 0.5 -0.1
C 27.0785 27.6776 19.6656 -1.4 0.4 -1.6
O 25.8498 27.4181 18.9397 0.5 -0.3 0.2
C 25.6892 26.0086 18.7125 1.3 1.4 -0.6
C 24.3377 25.6600 18.1637 0.3 -0.5 -0.5
O 23.3840 25.7760 19.1860 -0.8 0.0 -0.6
C 22.0785 25.3950 18.7384 0.9 -0.7 0.1
H 27.9139 27.4674 19.0026 0.4 -0.4 0.2
H 27.1263 27.1823 20.6329 0.0 -0.2 0.0
H 27.0465 28.7458 19.7650 0.2 0.5 0.5
H 25.8953 25.6267 19.6972 -0.3 -1.2 0.3
H 26.4999 25.6573 18.0039 -0.7 0.2 0.6
H 24.4185 24.6095 17.8329 -0.2 0.0 0.1
H 24.0660 26.2068 17.2197 0.2 0.0 0.9
H 22.0793 24.3680 18.3328 0.2 -0.1 0.3
H 21.7255 25.9785 17.8820 -0.1 0.6 0.4
H 21.4780 25.4075 19.6428 -0.5 0.3 -0.3
C 15.2153 29.3927 14.9960 1.7 0.0 -2.3
O 16.1161 29.9442 15.9035 -0.4 0.9 0.9
C 17.4163 30.1923 15.4187 -0.5 -1.1 -1.4
C 18.1580 31.1242 16.2829 1.2 0.3 1.2
O 17.8499 32.4652 16.0523 -0.5 1.1 -0.1
C 18.2958 33.3558 17.0609 -0.3 -0.6 0.6
H 14.2437 29.3336 15.3782 -1.3 0.0 1.0
H 15.5420 28.3873 14.7097 0.0 0.0 -0.1
H 15.1558 29.9759 14.0307 0.1 -0.2 0.8
H 17.3825 30.5703 14.3730 0.0 -0.1 0.5
H 17.9496 29.2241 15.3848 0.1 0.3 -0.1
H 19.2240 31.0365 16.0600 0.2 -0.5 0.1
H 18.0077 30.8559 17.3516 0.0 0.1 -0.4
H 18.0396 34.3643 16.7628 0.1 0.1 -0.3
H 19.3707 33.2880 17.3213 -0.3 -0.1 -0.5
H 17.7441 33.1558 17.9921 0.1 0.0 0.0
C 24.1608 25.8877 12.2451 0.9 0.2 -0.3
O 23.5170 24.6583 12.3781 -0.1 -0.3 1.0
C 24.2679 23.7289 13.1447 0.1 0.2 -0.8
C 24.4880 24.0481 14.6030 -0.2 0.0 0.1
O 23.3769 24.4977 15.2996 -1.4 0.7 0.0
C 22.1513 23.7710 15.1554 0.1 1.0 0.2
H 23.4937 26.5245 11.6854 -0.2 0.5 0.3
H 25.0381 25.7356 11.6301 0.5 0.0 -0.5
H 24.5724 26.3377 13.1716 -0.8 -0.1 -0.2
H 25.2628 23.5853 12.7014 0.0 0.0 -0.1
H 23.7296 22.8113 13.0197 -0.3 -0.7 0.1
H 25.2276 24.8434 14.7486 0.1 -0.4 0.0
H 24.7788 23.1143 15.0777 0.8 -0.3 0.0
H 21.7849 23.7052 14.1099 0.4 0.0 0.6
H 21.4474 24.4027 15.7275 0.0 -0.6 -0.2
H 22.2437 22.7929 15.6210 -0.1 -0.3 -0.1
C 15.7370 21.2728 17.9955 -0.7 0.2 -0.2
O 15.7433 22.1675 16.9205 0.7 0.8 -0.9
C 16.8131 23.1555 16.8496 -1.4 -0.6 0.3
C 18.1880 22.6026 17.0230 0.2 -2.7 0.6
O 18.6048 21.5297 16.1163 -1.2 0.8 0.8
C 18.5175 21.8380 14.7490 0.8 0.3 -1.1
H 16.5652 20.5896 17.9531 0.4 -0.7 0.0
H 14.7680 20.7806 17.8934 0.2 -0.4 0.2
H 15.7442 21.7389 18.9708 0.1 0.5 0.3
H 16.5844 23.8810 17.6468 0.5 0.1 -0.3
H 16.6937 23.6179 15.8717 -0.1 0.2 0.0
H 18.2828 22.0942 18.0085 -0.1 0.4 -0.4
H 18.9156 23.3707 17.0195 0.8 1.2 -0.2
H 19.2414 22.6432 14.4966 -0.4 -0.2 0.0
H 17.5265 22.1088 14.3372 0.2 0.0 0.6
H 18.8507 20.9569 14.1835 -0.1 0.2 0.3